C53H85BBrCl3INO21S6 | ωB97M-V/def2-TZVPD

```
! wB97M-V def2-TZVPD RIJCOSX def2/J DEFGRID3
* xyz 0 1
I -3.3215 -2.0124 -4.5891
Br 0.9098 1.6109 1.6989
Cl 2.5312 -2.8891 -2.5605
Cl -3.5010 1.5056 3.3300
Cl -4.8337 1.1358 0.5281
S -10.2384 1.3815 2.5016
S -2.4438 -8.7808 -2.6295
S 7.7682 4.2955 2.1313
S 13.4477 7.2707 1.7689
S -2.3331 2.8387 -6.0353
S -8.8505 7.6303 1.1876
O 13.5482 8.5991 1.2506
O -1.1559 3.2378 -6.7429
O -5.3275 -4.4701 -2.4112
O 12.4619 6.9545 2.7583
O -1.3071 1.3045 -0.3109
O -7.9350 6.3516 1.3968
O 8.2800 4.4536 3.6247
O -10.1792 7.3231 1.6237
O -9.6675 1.9299 1.3099
O -0.1485 -2.0874 -3.3017
O -2.0492 2.8648 -4.4718
O 7.0770 3.0470 2.0044
O -10.2722 -0.0357 2.6953
O -2.3679 -7.4342 -3.1111
O 13.3112 6.2448 0.5652
O -2.9834 1.6060 -6.3539
O -2.5920 -9.7666 -3.8631
O -8.6267 8.1668 -0.1184
O -9.5640 2.0551 3.7738
O 8.8327 4.6199 1.2344
O -3.4091 -9.1304 -1.6335
N -5.1325 -5.1267 -0.0847
C -3.9041 -9.9182 -4.4501
C 1.4585 0.2503 0.4615
C -8.1428 5.0202 -0.6633
C 3.8204 0.4879 1.3229
C 12.0073 6.0896 -0.0407
C -0.9621 0.1608 -0.3761
C -3.4977 4.1577 -6.0670
C 3.2331 -0.8078 3.4443
C -2.4663 -3.0225 -1.6962
C 3.5995 -5.3692 -0.3842
C 3.1466 -1.2051 -0.5026
C -7.1446 2.0924 3.3294
C -4.0366 -2.0287 -0.1325
C -1.5949 -1.9547 -1.4549
C 11.6729 7.2252 -0.9866
C 4.9778 1.1438 0.5111
C 2.7513 -6.2673 0.2477
C 15.0332 6.7478 2.3255
C 4.3543 -0.4157 2.4533
C 2.4095 -4.6498 1.9731
C -1.3707 1.7306 -3.8841
C -3.1651 -0.9702 0.1193
C 4.5775 -1.6876 -0.5868
C 10.5060 3.4142 3.6963
C 4.8446 -3.2214 -0.6024
C 9.0716 3.3848 4.1861
C -1.9475 -0.9510 -0.5489
C -8.3867 5.0992 0.8291
C -8.0620 8.6621 2.3757
C -6.1158 -4.4889 0.7881
C 2.1533 -5.9088 1.4531
C -0.8426 -9.2978 -2.1178
C -2.6911 -4.0174 -4.0906
C 0.4697 -0.2778 -0.3698
C -0.2817 -1.8170 -2.1437
C -2.1106 -4.1272 -2.6569
C -3.5677 0.0805 1.0697
C 3.8741 -4.1037 0.1424
C -1.9343 -0.6687 2.7898
C 0.1217 1.7428 -4.1448
C -4.2757 -8.7513 -5.3428
C 6.6070 5.6163 2.1557
C 3.2980 -0.0115 4.7346
C -3.9784 -5.6155 0.6798
C 2.7978 -0.1795 0.4154
C 0.8198 -1.2753 -1.2801
C -3.0139 0.2313 2.2666
C -11.8489 2.0527 2.7269
C 2.1481 -1.7058 -1.3446
C -1.6497 -4.4503 -5.1092
C -3.6935 -3.0570 -1.0146
C -8.2714 1.5593 4.1884
C 3.2595 -3.7518 1.3395
B -4.7362 -4.2440 -1.1993
H 10.9405 4.4044 3.8364
H -5.6462 -3.9602 1.6273
H -2.0684 -4.4299 -6.1097
H -3.5662 -4.6432 -4.1849
H -1.3286 -5.4613 -4.8497
H -0.1555 -9.1841 -2.9522
H 1.5125 -6.6229 1.9458
H 0.6045 0.9499 -3.5707
H 5.8243 5.3821 2.8717
H -5.4103 -5.4266 -2.5178
H 0.5532 2.7029 -3.8604
H 7.1262 6.5313 2.4280
H -6.7819 -5.2271 1.2320
H 5.0635 2.1998 0.7295
H 3.3587 -1.8590 3.7029
H 2.5793 -0.3713 5.4699
H -1.5676 1.8061 -2.8158
H -4.9833 -2.0282 0.3848
H -1.1269 -0.8101 2.0790
H 15.7364 6.8289 1.5013
H 4.9022 -3.5499 -1.6310
H -3.7640 4.3261 -7.1079
H 5.1818 -1.2628 0.1946
H -7.1042 5.2569 -0.8951
H -7.8181 4.3258 1.3388
H 0.3419 1.5819 -5.1995
H 2.2541 -0.6838 2.9901
H 3.0650 1.0417 4.5765
H -0.5454 -8.6534 -1.2931
H 5.9194 0.6813 0.7965
H -3.3864 -6.2601 0.0331
H -1.0287 -4.1978 -2.7120
H 3.3523 1.3069 1.8449
H -8.1510 1.8960 5.2163
H -8.7695 5.7271 -1.2060
H -2.4479 -5.0722 -2.2305
H 14.9604 5.7232 2.6788
H 2.5842 -7.2285 -0.2133
H -1.5045 -0.2527 3.6936
H 4.9854 -1.2908 -1.5185
H 4.8224 0.9716 -0.5482
H -8.3695 4.0156 -1.0203
H -5.2046 -8.9673 -5.8702
H 3.4624 -2.7808 1.7562
H -3.8520 -10.8356 -5.0324
H -8.2859 0.4685 4.2009
H 5.0347 0.2233 3.0144
H -0.8968 -10.3329 -1.7928
H 4.2757 -0.0708 5.2085
H -6.1794 1.8061 3.7475
H 11.5387 8.1627 -0.4482
H 6.1940 5.7005 1.1528
H 9.0383 3.5395 5.2625
H 12.0512 5.1497 -0.5867
H 15.3240 7.4113 3.1366
H -6.7131 -3.7476 0.2602
H -1.8285 0.8042 -4.2380
H -3.3549 -4.8022 1.0675
H -4.4163 -7.8385 -4.7648
H 12.4762 7.3741 -1.7083
H -0.7799 -3.8025 -5.0632
H -4.3722 3.8665 -5.4920
H -4.6429 -10.0720 -3.6625
H -7.0078 8.7402 2.1245
H 10.5665 3.1765 2.6348
H -8.5371 9.6388 2.3192
H -12.4505 1.7357 1.8781
H -11.7755 3.1369 2.7533
H 1.9590 -4.3640 2.9154
H 11.1007 2.6831 4.2447
H 10.7495 7.0023 -1.5210
H -12.2631 1.6656 3.6534
H 4.0665 -5.6603 -1.3153
H -2.3506 -1.6478 3.0273
H 4.8770 -1.2912 2.0875
H -9.4381 4.9409 1.0698
H 5.8426 -3.3913 -0.1958
H -3.4890 -8.5597 -6.0723
H -7.1989 1.7004 2.3151
H -3.0314 5.0453 -5.6482
H -4.3311 -6.2316 1.5041
H -7.1950 3.1802 3.2668
H 11.2477 5.9806 0.7344
H -8.1986 8.2285 3.3622
H 8.5952 2.4254 3.9783
*
```

Results
* structure (SMILES): CCC[C@@H](C)c1c(Br)c2c(c(Cl)c1CCc1ccccc1)C(=O)c1c(C[C@H](C)I)c(B(O)N(C)C)cc(/C(Cl)=C(\C)Cl)c1C2=O.CCOS(C)(=O)=O.CCOS(C)(=O)=O.CCOS(C)(=O)=O.CCOS(C)(=O)=O.CCOS(C)(=O)=O.CCOS(C)(=O)=O
* maximum force: 1.235 eV Å⁻¹
* E: -10371.6064 Ha
* molar mass: 1588.6 u